1.
Entry from the OMol25 dataset: 8 unconnected molecules or ions with the total composition C41H46ClN3O10 in a non-equilibrium geometry (the ωB97M-V functional and the def2-TZVPD basis).

Last column: Mulliken charge in e.
Element x y z (Å)
C1 -1.68810 -0.13776 1.95847  -0.79
C2 -0.30129 0.26086 1.58976  0.74
N1 0.57643 0.54675 2.75431  0.37
C3 0.87476 1.93219 3.06418  -0.21
C4 1.44457 1.81591 4.32851  -0.60
N2 1.37845 0.45465 4.70711  0.31
C5 0.79994 -0.30052 3.76194  -0.39
C6 1.91931 -0.12260 5.94383  -0.77
H1 -2.10476 0.65946 2.62706  0.39
H2 -1.64564 -1.18072 2.47735  0.27
H3 -2.42084 -0.07493 1.07622  0.21
H4 -0.18429 1.17089 0.98484  -0.39
H5 0.21827 -0.46542 0.94569  -0.32
H6 0.65767 2.79187 2.34399  0.27
H7 1.89722 2.59127 5.01403  0.35
H8 0.55812 -1.21451 3.78612  0.62
H9 1.92210 -1.30605 5.99150  0.29
H10 1.41297 0.13325 6.87414  0.37
H11 2.91717 0.18954 6.18913  0.31
Cl1 -0.04235 -4.01897 4.18035  -0.74
N3 4.25394 2.12568 5.70527  -0.24
C7 4.75970 3.13196 6.35404  -0.23
C8 6.05625 3.72966 6.08539  -0.63
C9 6.85435 3.05268 5.14059  -0.26
C10 6.37266 1.91073 4.40148  -0.67
C11 5.07442 1.47098 4.84722  0.11
H12 4.15517 3.65484 6.99918  0.46
H13 6.27224 4.47677 6.69744  0.48
H14 7.78301 3.44516 4.92058  0.44
H15 6.93667 1.19616 3.78392  0.34
H16 4.59525 0.53066 4.32058  0.19
C12 -4.96933 -5.54204 2.01156  -0.64
C13 -3.47176 -5.01533 2.10700  -0.67
C14 -2.98550 -3.99236 1.33386  0.21
C15 -3.88997 -3.40003 0.38661  0.01
C16 -5.27567 -3.87857 0.15600  -0.97
C17 -5.76131 -4.92544 1.07105  0.91
O1 -6.98346 -5.22584 1.18155  -0.50
O2 -1.73364 -3.59864 1.19970  -0.19
H17 -5.12478 -6.42278 2.66077  0.21
H18 -2.82589 -5.61307 2.65505  0.49
H19 -3.43004 -2.83679 -0.39970  0.26
H20 -5.71892 -3.14557 -0.55625  0.32
H21 -6.99699 -6.10234 1.62555  0.31
H22 -1.04291 -3.73018 2.07902  0.01
C18 -1.79452 0.06447 -4.97633  -1.29
C19 -1.65052 0.12617 -3.42051  -0.04
C20 -1.50845 -1.03358 -2.68306  0.17
C21 -1.33022 -2.20604 -3.31390  -0.71
C22 -1.25499 -2.31159 -4.71743  -1.03
C23 -1.55374 -1.23579 -5.54904  0.57
O3 -1.37040 -1.33276 -6.83956  -0.57
O4 -1.48357 -0.94025 -1.32489  -0.04
H23 -2.13651 0.89420 -5.51650  0.59
H24 -1.75769 1.12760 -3.03817  0.56
H25 -1.07379 -2.90693 -2.72407  0.95
H26 -1.24058 -3.28015 -5.22836  0.42
H27 -0.72594 -1.84422 -7.21833  0.33
H28 -1.60494 -1.83950 -0.88155  -0.01
C24 -4.33862 5.11982 -0.44318  -1.13
C25 -2.97493 5.25522 0.15277  -0.57
C26 -2.08915 4.27547 -0.06496  0.27
C27 -2.28475 3.08930 -0.86451  -0.20
C28 -3.55119 2.97709 -1.54280  -0.87
C29 -4.58733 3.96214 -1.32664  0.42
O5 -5.70108 3.68723 -2.00288  -0.55
O6 -0.85275 4.16687 0.54866  -0.30
H29 -4.89878 5.86977 -0.23229  0.63
H30 -2.61098 5.97894 0.86599  0.38
H31 -1.77522 2.31689 -0.86857  0.96
H32 -3.64354 2.06719 -1.95602  0.54
H33 -6.05455 2.92431 -2.42782  0.35
H34 -0.73273 5.00305 0.82288  0.20
C30 3.07151 -4.01067 -0.92161  -1.07
C31 3.56851 -3.89186 -2.37717  -0.51
C32 3.13214 -2.89137 -3.18646  -0.40
C33 2.18578 -1.97270 -2.60103  -0.25
C34 1.74967 -1.92953 -1.26533  0.13
C35 2.06776 -3.06523 -0.44070  0.62
O7 1.70531 -3.09216 0.88091  -0.16
O8 3.44277 -2.74212 -4.53133  -0.52
H35 3.40286 -4.87797 -0.53742  0.48
H36 4.14948 -4.65616 -2.76182  0.50
H37 1.99433 -1.28966 -3.40702  0.48
H38 1.04829 -1.10050 -1.21580  0.10
H39 1.94974 -3.85351 1.14034  0.21
H40 4.39033 -2.71012 -4.71562  0.34
C36 0.43079 3.27410 -3.58833  -0.06
C37 0.51632 2.88155 -5.04317  -0.84
C38 1.54341 1.88334 -5.31763  0.82
C39 2.31538 1.32793 -4.22100  -0.79
C40 2.10982 1.76599 -2.78774  -0.19
C41 1.20164 2.80799 -2.53401  0.18
O9 1.10738 3.29783 -1.22373  -0.62
O10 1.80382 1.55084 -6.56707  -0.58
H41 -0.38472 3.98283 -3.33259  0.35
H42 -0.14570 3.42053 -5.73297  0.40
H43 3.06202 0.56727 -4.61899  0.27
H44 2.67216 1.49817 -1.92466  0.56
H45 0.35795 3.28864 -0.63499  0.16
H46 1.03954 1.54017 -7.12798  0.34

Cartesian forces, eV/Å:
-1.636 -0.311 0.545
1.838 0.143 -1.472
-1.681 1.486 -0.882
0.619 -2.233 1.185
-0.252 0.395 -0.245
0.452 -0.019 0.991
2.410 9.716 -0.808
0.073 -2.657 1.391
0.329 -0.874 -0.043
-0.566 1.843 -1.001
1.384 -0.692 1.058
-0.645 -0.059 0.182
-0.294 -0.226 0.485
0.424 -1.653 1.276
-0.646 -1.361 -1.034
-1.621 -7.336 0.330
-0.247 2.432 -0.891
-0.828 0.424 -0.453
0.577 0.319 -0.755
-0.104 0.542 -0.684
0.741 -1.649 -0.679
3.309 1.441 -1.938
-2.748 -6.027 -2.694
-2.184 -0.634 -0.204
-2.051 -0.028 3.161
0.015 -0.823 -2.243
-1.553 0.899 1.697
1.649 3.378 2.060
1.993 0.644 -0.425
-0.060 1.003 0.115
1.026 1.894 1.173
7.202 2.366 -0.293
-4.647 -1.182 -1.064
-2.801 -0.279 -1.007
-2.560 -2.921 0.096
3.845 1.164 2.162
4.625 2.515 -0.073
-6.172 -2.262 -0.675
4.320 0.451 2.768
-0.657 0.752 -0.585
1.192 -0.767 1.295
-0.092 0.845 -0.147
-0.766 -1.565 0.587
-0.629 0.921 -0.332
-2.583 0.033 -2.317
1.113 -3.588 5.091
-1.301 0.309 -5.150
-0.170 2.468 -0.088
-0.647 2.917 -5.625
-1.379 -0.333 0.833
1.195 2.144 3.292
-3.317 2.574 -2.275
-0.241 -1.255 1.519
0.018 1.096 -0.709
0.019 -0.029 0.483
1.524 -5.740 3.730
0.560 0.165 0.466
2.442 -2.281 -0.503
0.362 1.555 -0.858
5.941 -6.366 -2.213
-2.656 -0.858 -1.225
1.291 -4.751 -1.807
-9.029 8.901 -0.572
2.915 4.324 4.400
2.691 -0.665 0.786
-2.323 3.605 0.564
-0.836 -3.046 -0.847
-4.380 4.320 0.882
-0.829 0.715 -0.009
5.644 -6.876 0.055
-1.242 -2.840 -2.032
0.996 -1.294 0.098
1.757 4.613 2.040
-1.938 4.828 -5.538
-2.286 0.617 3.977
-1.160 0.688 1.676
2.020 -0.968 -0.863
0.287 -1.451 -2.550
2.890 0.056 -0.752
-2.978 8.497 -4.050
-0.235 0.091 0.167
0.749 -2.618 2.253
1.347 -1.467 -0.462
-1.032 1.079 0.492
-0.119 -0.357 1.413
2.512 -8.734 3.876
-0.188 -0.151 0.437
-1.531 0.403 -2.947
1.931 -0.669 4.669
-1.846 2.243 3.631
-0.661 0.801 0.667
-0.184 0.567 -3.980
-0.543 -1.272 -0.104
2.017 0.052 -1.099
1.605 -1.230 -1.244
0.693 -0.297 -0.231
0.507 -0.597 0.066
-0.873 0.960 1.250
0.690 -0.900 0.108
-1.095 -0.174 -0.588
-0.695 0.176 -0.214

Calculated values
Energy above the lowest of the compared OMol25 structures with the same formula, charge and spin, eV: 2.252
Total energy, Eh: -2966.29730
Frontier orbital gap, eV: 7.25
LUMO, eV: 0.1



2.
Entry from the OMol25 dataset: 13 unconnected molecules or ions with the total composition C5H35NO14 in a non-equilibrium geometry (the ωB97M-V functional and the def2-TZVPD basis).

Last column: Mulliken charge in e.
Element x y z (Å)
C1 -0.10062 3.69013 -0.32740  -0.97
N1 -0.61720 2.39377 0.14143  0.38
C2 0.26748 1.42857 0.73717  1.70
C3 1.67104 1.20671 0.05370  -0.06
C4 1.36013 0.17641 -0.98514  0.17
O1 0.74183 0.57868 -2.00037  -0.43
C5 0.39328 1.73140 2.22225  -0.99
O2 -0.00962 0.37599 2.72615  -0.51
H1 -0.93104 4.12368 -1.00234  0.33
H2 0.62822 3.51565 -1.04334  0.45
H3 0.10424 4.23993 0.56892  0.35
H4 -1.12295 2.01261 -0.68616  -0.09
H5 -0.39738 0.41961 0.49888  -0.57
H6 2.34377 0.79611 0.74663  -0.33
H7 2.16734 2.21766 -0.35346  0.56
H8 1.89884 -0.81908 -1.12289  0.14
H9 -0.28854 2.53745 2.55678  0.40
H10 1.26941 1.86979 2.77097  0.15
H11 0.44099 0.21445 3.57692  0.34
H12 -3.96916 -2.09227 0.04208  0.28
H13 -4.54260 -1.58038 1.29938  0.29
O3 -3.81260 -2.05839 0.98588  -0.54
H14 3.09701 -2.86542 -0.79405  0.31
H15 2.88795 -4.19987 -1.35549  0.31
O4 2.59339 -3.28221 -1.49021  -0.64
H16 4.05920 0.61593 2.02360  0.28
H17 3.08565 1.17503 3.12390  0.23
O5 3.12052 0.63760 2.36960  -0.52
H18 -3.95838 -0.02213 -2.00064  0.35
H19 -3.05415 -0.23531 -3.22673  0.28
O6 -3.42182 -0.67360 -2.45197  -0.69
H20 -2.71894 1.86801 -2.06644  0.40
H21 -3.45267 2.70302 -1.09838  0.30
O7 -3.51678 1.86620 -1.63417  -0.62
H22 -0.58720 -2.71681 1.84251  0.58
H23 -0.36009 -2.03634 0.51845  0.26
O8 -0.09190 -2.86147 0.96244  -0.80
H24 0.92275 0.98157 -4.63386  0.28
H25 1.39024 -0.35313 -4.23173  0.34
O9 1.15322 0.13294 -5.04958  -0.60
H26 3.73001 -3.55752 1.41009  0.31
H27 3.85318 -2.25688 1.63752  0.26
O10 4.13882 -2.87362 0.97613  -0.65
H28 -2.39734 -2.51151 3.29744  0.32
H29 -2.16021 -3.84619 2.49824  0.33
O11 -1.68155 -3.18842 3.05207  -0.70
H30 -0.70720 1.57856 -2.53205  0.45
H31 -0.68237 3.04756 -3.26580  0.35
O12 -1.33286 2.33028 -2.83172  -0.75
H32 -2.33138 -0.34206 0.46866  0.32
H33 -2.23867 -0.92863 -0.92510  0.18
O13 -1.76181 -0.76797 -0.19584  -0.58
H34 1.56452 -0.78139 1.82032  0.22
H35 1.34666 -2.06581 1.02756  0.50
O14 2.01732 -1.54888 1.34923  -0.63

Cartesian forces, eV/Å:
-4.488 0.465 0.724
2.207 -0.046 -3.836
-1.621 -1.421 -0.174
-0.498 1.804 -1.384
0.903 1.144 -4.828
0.284 -1.119 2.184
-2.642 -2.536 1.411
0.194 1.182 0.553
1.078 -0.180 1.590
2.139 -0.401 -0.820
0.705 0.901 -0.072
-0.500 -0.205 1.098
1.912 2.165 1.365
0.343 -0.186 0.980
-1.274 -2.363 0.525
-0.836 0.884 1.002
-0.088 -0.606 -0.211
1.930 0.882 -0.552
-0.425 0.100 -0.358
0.101 -0.340 -0.408
-1.798 0.914 0.929
1.251 -0.700 -0.304
0.414 0.510 0.678
-0.410 0.294 -0.428
0.023 -0.663 -0.172
-1.457 0.046 0.959
0.604 1.175 1.716
1.891 -1.130 -1.639
-0.229 0.517 -0.115
-0.167 -0.063 -0.038
0.335 -0.755 0.035
2.738 0.062 -2.180
-0.639 -1.217 -0.824
-3.130 1.491 3.446
0.809 -0.797 -1.254
-0.379 -0.678 -0.373
-1.249 0.957 1.010
0.017 -0.199 -0.634
-0.105 -0.113 -0.847
0.066 0.265 1.434
-1.361 -3.753 0.956
-0.130 1.690 0.013
1.953 1.657 -1.224
1.534 -1.587 -0.618
0.374 0.641 0.477
-2.099 0.963 0.415
-0.696 1.314 -1.070
-2.291 -2.538 1.289
4.038 1.041 -0.746
-0.021 -0.751 -0.466
-3.070 -0.873 -4.726
3.506 1.972 4.951
0.817 -1.865 -0.704
-2.990 -2.889 -1.027
2.430 4.937 2.290

Calculated values
2S+1: 2
Charge: +1
Energy above the lowest of the compared OMol25 structures with the same formula, charge and spin, eV: 6.921
Total energy, Eh: -1319.14227
Frontier orbital gap (alpha / beta), eV: 9.47 / 4.95
<S²>: 0.756
LUMO (alpha / beta), eV: -3.4 / -7.9



3.
Entry from the OMol25 dataset: a molecular structure, CH19O9 in a non-equilibrium geometry (the ωB97M-V functional and the def2-TZVPD basis).

Last column: Mulliken charge in e.
Element x y z (Å)
C1 -0.71041 1.00179 -0.72141  -0.89
O1 0.08559 0.81479 0.38059  -0.90
H1 -1.18041 2.00179 -0.86041  0.46
H2 -1.43341 0.15279 -0.96741  0.06
H3 -0.08741 0.64079 -1.53141  0.34
O2 -0.59241 -2.40221 0.99259  -0.74
H4 -1.14941 -1.77421 1.33359  0.55
H5 -0.45341 -2.40321 0.00159  0.27
O3 1.74959 -0.94821 -0.55641  -0.66
H6 2.00859 -0.81921 -1.54441  0.43
H7 1.15759 -0.36421 -0.26741  0.52
O4 -1.73741 2.61779 1.66459  -0.72
H8 -1.97141 1.87879 2.26559  0.31
H9 -1.13641 2.23379 0.89959  0.34
O5 0.53659 -2.47221 -1.68941  -0.69
H10 0.43459 -2.28021 -2.57841  0.21
H11 1.10959 -1.79621 -1.39441  0.36
O6 1.59559 0.36479 2.54059  -0.70
H12 1.10559 -0.12021 3.30059  0.25
H13 0.92859 0.44279 1.71759  0.40
O7 -1.90241 -0.78121 -2.86741  -0.66
H14 -0.97441 -0.65921 -3.17641  0.30
H15 -2.02841 -0.43021 -1.97341  0.34
O8 2.44559 2.45479 -0.48741  -0.69
H16 3.28959 2.42579 -0.04741  0.28
H17 1.91059 1.75979 -0.32841  0.34
O9 -1.38641 -0.69321 1.96959  -0.76
H18 -0.98141 -0.06621 1.32959  0.35
H19 -0.63241 -0.78021 2.59559  0.29

Cartesian forces, eV/Å:
0.425 -1.900 -1.011
-0.838 0.483 0.591
0.275 -0.628 -0.241
-0.179 1.319 2.099
0.500 1.276 -1.483
4.450 -6.553 -4.611
-2.431 1.713 0.152
-0.443 0.047 1.763
7.480 -2.902 -3.791
-0.050 1.133 3.005
-4.473 4.840 2.116
0.906 -0.877 -1.510
0.544 0.405 -0.906
-1.436 0.647 3.035
-2.007 -3.483 -0.148
-0.898 -0.030 -2.897
0.396 0.184 1.696
-2.602 -1.039 0.155
1.277 1.320 -2.185
1.675 -0.041 2.282
0.255 -0.354 -1.426
-1.258 0.122 0.989
0.393 -0.254 -0.672
2.632 4.537 -1.879
-0.107 -0.609 0.394
-2.646 -3.867 1.600
-1.254 4.102 3.797
0.350 0.467 -0.396
-0.935 -0.058 -0.518

Calculated values
Charge: -1
Energy above the lowest of the compared OMol25 structures with the same formula, charge and spin, eV: 4.605
Total energy, Eh: -726.54451
Frontier orbital gap, eV: 8.86
LUMO, eV: 2.9